w) A single C27H31N3O5 molecule. Source: OMol25; level of theory: ωB97M-V/def2-TZVPD.

Cartesian coordinates (Å):
C  1.02  3.26  -4.24
O  2.05  2.76  -3.43
C  1.99  1.45  -3.02
C  1.01  0.57  -3.46
C  0.94  -0.73  -2.99
C  1.87  -1.21  -2.09
C  1.79  -2.60  -1.54
C  1.62  -2.63  -0.01
N  0.46  -1.90  0.45
C  -0.74  -2.45  0.73
O  -1.63  -1.79  1.27
C  -1.04  -3.84  0.38
C  -2.12  -4.57  0.83
C  -2.04  -5.83  0.21
C  -0.93  -5.79  -0.58
O  -0.32  -4.60  -0.49
C  0.66  -0.52  0.88
C  0.15  -0.42  2.36
O  0.62  -1.16  3.19
N  -0.70  0.59  2.61
C  -1.39  0.71  3.88
C  -1.62  2.18  4.22
C  -2.83  2.58  3.37
C  -3.64  1.29  3.16
C  -2.82  0.15  3.77
C  0.08  0.52  -0.02
C  0.64  1.80  -0.01
C  0.09  2.79  -0.81
N  -0.97  2.59  -1.58
C  -1.51  1.38  -1.59
C  -1.03  0.32  -0.84
C  2.88  -0.34  -1.68
C  2.96  0.97  -2.12
O  4.00  1.67  -1.57
C  4.30  2.98  -1.99
H  1.00  2.77  -5.22
H  1.26  4.32  -4.39
H  0.05  3.18  -3.75
H  0.26  0.90  -4.16
H  0.15  -1.38  -3.34
H  2.70  -3.15  -1.78
H  0.95  -3.12  -2.00
H  1.55  -3.67  0.32
H  2.50  -2.20  0.46
H  -2.85  -4.22  1.52
H  -2.71  -6.65  0.33
H  -0.48  -6.51  -1.23
H  1.74  -0.35  0.95
H  -1.17  1.01  1.83
H  -0.79  0.18  4.62
H  -0.74  2.79  4.00
H  -1.85  2.27  5.28
H  -3.41  3.36  3.86
H  -2.50  2.98  2.41
H  -4.62  1.36  3.64
H  -3.81  1.11  2.10
H  -2.83  -0.75  3.16
H  -3.18  -0.10  4.77
H  1.51  2.01  0.60
H  0.50  3.79  -0.83
H  -2.36  1.26  -2.24
H  -1.52  -0.64  -0.88
H  3.65  -0.67  -1.00
H  4.49  3.03  -3.07
H  5.22  3.24  -1.45
H  3.51  3.69  -1.73

Its spin multiplicity is 1. As for the SMILES: COc1ccc(CCN(C(=O)c2ccco2)[C@H](C(=O)NC2CCCC2)c2ccncc2)cc1OC. The value obtained for the HOMO-LUMO gap is 8.7 eV.

Atom charges from the Löwdin analysis, given in e for atoms 1 to 5:
1. C -0.0778
2. O -0.1192
3. C -0.2060
4. C -0.0174
5. C -0.0484

x) A single C27H31N3O5 molecule. Source: OMol25; level of theory: ωB97M-V/def2-TZVPD.

Cartesian coordinates (Å):
C  -6.74  -2.93  -0.79
C  -5.66  -1.89  -1.07
C  -6.26  -0.48  -1.11
C  -5.23  0.62  -1.39
O  -4.37  0.85  -0.29
C  -3.21  0.16  -0.13
C  -2.56  -0.59  -1.10
C  -1.34  -1.19  -0.83
C  -0.74  -1.07  0.42
C  0.59  -1.60  0.64
C  1.24  -1.70  1.80
C  2.67  -2.06  1.86
O  3.14  -3.02  2.41
N  3.48  -1.21  1.12
C  3.09  0.04  0.67
N  2.23  0.66  1.37
C  1.40  1.68  0.99
C  0.87  2.51  1.97
C  -0.17  3.37  1.69
C  -0.73  3.39  0.42
C  -0.19  2.59  -0.57
C  0.90  1.77  -0.32
N  1.45  1.06  -1.40
C  2.76  0.76  -1.64
C  3.10  0.75  -3.09
C  3.65  0.44  -0.65
C  5.09  0.32  -0.87
O  5.68  0.55  -1.90
O  5.74  -0.03  0.27
C  7.16  -0.15  0.19
C  7.57  -1.54  -0.27
C  -1.40  -0.32  1.40
C  -2.61  0.29  1.14
O  -3.30  1.06  2.03
C  -2.75  1.26  3.31
H  -7.22  -2.74  0.16
H  -7.50  -2.91  -1.57
H  -6.30  -3.93  -0.76
H  -5.18  -2.11  -2.02
H  -4.90  -1.94  -0.28
H  -6.74  -0.26  -0.15
H  -7.02  -0.43  -1.89
H  -4.67  0.40  -2.30
H  -5.75  1.57  -1.52
H  -2.98  -0.71  -2.08
H  -0.84  -1.75  -1.61
H  1.12  -1.86  -0.27
H  0.75  -1.55  2.75
H  4.44  -1.48  0.97
H  1.28  2.44  2.97
H  -0.57  4.01  2.47
H  -1.58  4.02  0.21
H  -0.61  2.62  -1.57
H  0.90  1.17  -2.24
H  2.99  1.76  -3.50
H  2.42  0.09  -3.63
H  4.12  0.43  -3.26
H  7.51  0.06  1.20
H  7.54  0.61  -0.51
H  8.65  -1.61  -0.27
H  7.20  -1.73  -1.27
H  7.17  -2.29  0.41
H  -0.93  -0.21  2.36
H  -1.77  1.74  3.25
H  -2.66  0.32  3.86
H  -3.45  1.91  3.83

Its spin multiplicity is 1. As for the SMILES: CCCCOc1ccc(/C=C/C(=O)NC2=Nc3ccccc3NC(C)=C2C(=O)OCC)cc1OC. The value obtained for the HOMO-LUMO gap is 7.6 eV.

Atom charges from the Löwdin analysis, given in e for atoms 1 to 5:
1. C -0.1122
2. C -0.2686
3. C -0.1773
4. C -0.1891
5. O -0.0214

What are the relative energies? In eV: w) 0.000; x) 0.293.